The following is a DFT calculation (ωB97M-V with the def2-TZVPD basis set) of a structure of composition C19H17N8O3PtS.

Atoms and positions in Å:
1 Pt -0.17030 -0.01800 -0.02588
2 S -4.75763 5.58776 1.57470
3 N -3.25073 5.61124 1.00473
4 C -2.85106 4.35246 0.92198
5 C -1.54903 3.91268 0.45748
6 C -0.50771 4.75586 0.06844
7 C 0.68768 4.19166 -0.32107
8 C 0.82492 2.80767 -0.34760
9 N -0.17700 1.99825 -0.01389
10 C -1.33913 2.53842 0.41529
11 C -2.33088 1.58653 0.88013
12 N -1.94979 0.28392 0.86410
13 C -2.80080 -0.62626 1.32971
14 C -4.06304 -0.28973 1.80499
15 C -4.46568 1.02641 1.81114
16 C -3.57585 1.99521 1.35019
17 C -3.83549 3.42301 1.34448
18 N -4.96072 3.99775 1.73836
19 H -0.64656 5.82807 0.09583
20 H 1.53257 4.80268 -0.60240
21 H 1.76336 2.34483 -0.62039
22 H -2.45440 -1.64812 1.33752
23 H -4.71219 -1.07363 2.16692
24 H -5.43995 1.32190 2.17560
25 N 1.01814 -0.19317 -1.96998
26 C 2.46173 -0.43475 -1.79511
27 C 2.98390 0.19986 -0.49392
28 O 4.10945 0.65557 -0.48328
29 O 2.14919 0.16924 0.48473
30 H 0.58861 -0.91437 -2.53981
31 H 0.86088 0.68003 -2.46332
32 H 3.04879 -0.06758 -2.63558
33 H 2.61896 -1.51273 -1.71644
34 C -2.43635 -4.63596 -1.51639
35 N -1.39979 -4.03591 -0.67734
36 C -0.62603 -4.78699 0.14396
37 C 0.33106 -4.23221 0.91053
38 C 0.51290 -2.81669 0.83855
39 N -0.28457 -2.06668 0.05059
40 C -1.24425 -2.65449 -0.76207
41 O -1.94173 -2.00478 -1.51223
42 N 1.45886 -2.23332 1.55373
43 H -2.30956 -5.71481 -1.49730
44 H -2.33948 -4.26859 -2.53381
45 H -3.42495 -4.37361 -1.14395
46 H -0.81446 -5.85149 0.13249
47 H 0.96308 -4.83258 1.54427
48 H 2.04878 -2.81073 2.12843
49 H 1.74789 -1.25716 1.35848

Cartesian forces, eV/Å:
Pt -0.1 0.1 -0.2
S 0.1 -0.1 0.0
N 0.0 0.0 0.0
C 0.0 0.1 0.0
C 0.0 -0.1 0.0
C 0.0 0.0 0.0
C 0.0 0.0 0.0
C 0.0 0.0 0.0
N 0.1 0.1 0.0
C -0.1 -0.1 0.0
C 0.0 0.0 0.0
N -0.2 0.1 0.1
C 0.1 0.0 0.0
C 0.0 0.0 0.0
C 0.0 0.0 0.0
C 0.1 0.0 0.0
C -0.1 0.0 0.0
N 0.0 0.0 0.0
H 0.0 0.0 0.0
H 0.0 0.0 0.0
H 0.0 0.0 0.0
H 0.0 0.0 0.0
H 0.0 0.0 0.0
H 0.0 0.0 0.0
N 0.0 0.0 0.1
C 0.0 0.0 -0.1
C 0.0 -0.2 0.0
O 0.1 0.1 0.0
O 0.0 0.0 0.1
H -0.1 0.0 0.0
H 0.0 0.0 0.0
H 0.0 0.0 0.0
H 0.0 0.0 0.0
C 0.0 0.0 0.0
N 0.0 0.0 0.0
C 0.0 0.1 0.0
C -0.1 0.0 0.0
C 0.1 0.0 0.1
N 0.1 -0.2 0.0
C 0.0 0.0 0.0
O 0.0 0.0 0.0
N 0.0 0.1 0.0
H 0.0 0.0 0.0
H 0.0 0.0 0.0
H 0.0 0.0 0.0
H 0.0 0.0 0.0
H 0.0 0.0 0.0
H 0.0 0.0 0.0
H 0.0 -0.1 0.0

As for the charge: +1. As for the energy: -52122.0022 eV. The HOMO-LUMO gap comes out at 7.14 eV. The energy above the lowest of the compared OMol25 structures with the same formula, charge and spin is 0.0 kcal per mole.

Löwdin charges in e: 1.2479, 1.0695, -0.2014, -0.2954, -0.0661, 0.0445, 0.0062, -0.0554, -0.0536, -0.1240, -0.1218, -0.0581, -0.0764, -0.0047, 0.0370, -0.0669, -0.2949, -0.2025, 0.1327, 0.1260, 0.1140, 0.1136, 0.1217, 0.1314, -0.0524, -0.1401, -0.6915, 0.0606, -0.1975, 0.0897, 0.0945, 0.1223, 0.1244, 0.0088, -0.0414, -0.0268, 0.0112, -0.3472, -0.0182, -0.5335, 0.0531, 0.2030, 0.0955, 0.1007, 0.1038, 0.1411, 0.1198, 0.1288, 0.0676

***

The following is a DFT calculation (ωB97M-V with the def2-TZVPD basis set) of a structure of composition C21H36MoP2Te at a distorted geometry.

Atoms and positions in Å:
1 P 2.90321 -1.25826 -1.92847
2 P 0.02332 -2.72889 -2.47662
3 C 2.82392 -2.88828 -2.82186
4 C 1.50381 -3.05761 -3.57090
5 H 2.97514 -3.67079 -2.05767
6 H 3.67867 -2.91318 -3.51268
7 H 1.41399 -2.36388 -4.42491
8 H 1.39251 -4.08300 -3.95134
9 C 0.02904 -4.36175 -1.58979
10 H -0.90254 -4.44986 -1.00775
11 H 0.88963 -4.42818 -0.90230
12 H 0.08278 -5.18487 -2.32239
13 C -1.21222 -3.02637 -3.79039
14 H -1.08711 -4.03300 -4.21117
15 H -1.06191 -2.27911 -4.58079
16 H -2.21859 -2.92045 -3.36927
17 C 4.54050 -1.46855 -1.17425
18 H 4.78618 -0.56351 -0.60835
19 H 5.30193 -1.64683 -1.94457
20 H 4.49852 -2.32876 -0.49478
21 C 3.20880 -0.15905 -3.37984
22 H 2.32373 -0.12311 -4.03738
23 H 4.07586 -0.52423 -3.95671
24 H 3.41858 0.85635 -3.00801
25 Mo -0.96035 1.21184 1.26901
26 C -1.78979 -0.03016 -0.45344
27 C -1.37442 -0.90387 0.58265
28 C -0.06372 -1.64457 0.66394
29 C 1.05931 -0.99161 1.48919
30 C 1.16646 0.49044 1.29894
31 C 0.91328 1.22414 0.09253
32 C 0.53350 0.62632 -1.23901
33 C -0.96634 0.49425 -1.58187
34 C -0.21788 3.02070 2.13552
35 H -2.86655 0.12701 -0.55129
36 H -2.18219 -1.34828 1.17878
37 H 0.32138 -1.85161 -0.35463
38 H -0.26143 -2.64770 1.08627
39 H 0.89638 -1.22230 2.55472
40 H 2.01355 -1.49747 1.25585
41 H 1.75515 0.99846 2.07238
42 H 1.36505 2.22443 0.01435
43 H 0.96574 -0.39967 -1.32537
44 H 1.01299 1.21193 -2.04707
45 H -1.36169 1.46851 -1.91724
46 H -1.05087 -0.15904 -2.47276
47 H -0.99948 3.79126 2.12990
48 H 0.68151 3.36397 1.60466
49 H 0.03633 2.77158 3.18108
50 Te -3.18461 1.29994 2.56704
51 C -3.40658 3.05118 3.80019
52 C -2.90539 3.01060 5.10909
53 C -2.99298 4.17394 5.89884
54 C -3.59021 5.33771 5.37661
55 C -4.12953 5.33481 4.08207
56 C -4.04990 4.18587 3.28066
57 H -2.45776 2.09285 5.48386
58 H -2.59118 4.17249 6.90925
59 H -3.63599 6.24288 5.98534
60 H -4.60911 6.23186 3.68767
61 H -4.46044 4.14250 2.27446

Cartesian forces, eV/Å:
P 1.5 -1.5 -2.4
P 1.1 -1.8 -1.3
C -0.8 -0.2 0.3
C 0.1 0.4 0.2
H -0.1 0.2 -0.4
H 0.0 0.1 0.2
H 0.2 -0.3 0.3
H 0.1 0.3 0.0
C -0.3 0.3 0.3
H 0.4 -0.1 -0.1
H -0.4 0.0 -0.2
H -0.1 0.4 0.3
C -0.5 0.4 0.2
H 0.0 0.2 0.1
H -0.2 -0.2 0.2
H 0.1 -0.1 -0.3
C -0.1 0.5 0.9
H 0.2 -0.2 0.0
H -0.3 0.1 0.0
H 0.1 0.2 -0.1
C -0.5 0.6 0.5
H 0.3 0.0 0.3
H -0.3 0.0 0.4
H 0.0 -0.3 -0.3
Mo -0.6 0.8 -0.6
C -0.1 0.0 1.2
C -0.3 0.0 0.0
C 0.6 -1.2 -0.3
C -0.4 -0.7 0.1
C 0.4 1.0 -1.2
C 1.3 -0.4 0.7
C 0.2 -0.4 -0.9
C 0.5 0.1 -0.7
C 0.2 -0.6 0.6
H 0.2 0.0 0.0
H 0.2 0.2 -0.3
H -0.4 0.2 0.7
H 0.1 0.4 -0.1
H 0.0 0.2 -0.2
H -0.1 0.3 0.0
H -0.4 0.1 -0.3
H -0.4 -0.5 0.3
H -0.3 0.9 0.2
H -0.2 -0.1 0.4
H 0.1 -0.2 0.2
H 0.0 0.2 0.3
H 0.2 0.0 -0.1
H -0.3 0.2 0.4
H 0.1 0.5 -0.2
Te -1.4 0.6 1.4
C -0.1 0.4 0.2
C -0.2 0.5 -0.3
C -0.2 0.0 -0.7
C 0.1 -0.6 -0.1
C 0.1 -0.3 0.0
C 0.4 -0.3 0.4
H 0.0 0.3 0.1
H -0.1 0.0 -0.2
H 0.0 -0.3 -0.2
H 0.1 -0.3 0.1
H 0.0 0.3 0.2

Its multiplicity is 3. As for the charge: +2. As for the energy: -50065.7124 eV. The HOMO-LUMO gap (spin up / spin down) comes out at 6.59 / 4.47 eV.

Löwdin charges in e: 1.0124, 0.9395, -0.3833, -0.4083, 0.0899, 0.1061, 0.0840, 0.0983, -0.2414, 0.0555, 0.0484, 0.0623, -0.2565, 0.0638, 0.0543, 0.0524, -0.2312, 0.0576, 0.0758, 0.0601, -0.2165, 0.0580, 0.0755, 0.0594, 1.1334, -0.2886, -0.3068, -0.2444, -0.1856, -0.2267, -0.2512, -0.2578, -0.2075, -0.2903, 0.1026, 0.0918, -0.0077, 0.1266, 0.1276, 0.1186, 0.1259, 0.1142, -0.0339, 0.1188, 0.1299, 0.0920, 0.0001, 0.0045, 0.0122, 1.1686, -0.5848, -0.1428, -0.0508, -0.0490, -0.0581, -0.1408, 0.0955, 0.1151, 0.1183, 0.1180, 0.0973

***

The following is a DFT calculation (ωB97M-V with the def2-TZVPD basis set) of a cluster of 8 separate species, C28H58NO15S6 in total at a distorted geometry.

Atoms and positions in Å:
1 N -0.27500 0.28790 0.34204
2 H 0.28600 0.27390 1.26404
3 H -0.51800 -0.75710 -0.05796
4 H 0.23900 0.71590 -0.40096
5 H -1.22700 0.84290 0.27504
6 C -3.59800 -5.50310 -1.55296
7 C -2.94800 -4.13710 -1.73696
8 C -3.70600 -3.10010 -0.85896
9 O -2.85100 -2.93210 0.15604
10 C -1.63800 -3.38510 -0.09596
11 O -0.62600 -3.24210 0.50204
12 O -1.68600 -4.16410 -1.21396
13 H -3.20500 -6.28510 -0.80196
14 H -3.65700 -6.23910 -2.50196
15 H -4.67500 -5.29310 -1.32496
16 H -2.69600 -3.76110 -2.79196
17 H -4.72200 -3.27610 -0.40596
18 H -3.82400 -2.06610 -1.46596
19 C -2.32100 6.15690 -1.31796
20 C -2.28700 6.43390 0.22604
21 C -1.01900 5.90490 0.83404
22 S -0.28800 4.70990 -0.28296
23 O -0.90100 3.45690 -0.33996
24 O 1.12200 4.80490 -0.30596
25 C -0.88100 5.67890 -1.68196
26 H -2.60200 7.08090 -1.89996
27 H -2.86100 5.48790 -1.67896
28 H -3.06900 5.71690 0.48104
29 H -2.54400 7.31490 0.69604
30 H -1.23700 5.35890 1.76604
31 H -0.22600 6.55290 1.04604
32 H -0.76200 5.30890 -2.63596
33 H -0.17000 6.46990 -1.90796
34 C -1.53200 -3.84510 4.67204
35 C -2.94900 -3.45410 4.28504
36 C -3.19900 -2.00110 4.35904
37 S -1.65000 -1.29410 3.86304
38 O -1.46300 -0.31810 4.90004
39 O -1.58200 -0.88510 2.55704
40 C -0.61700 -2.77910 4.04704
41 H -1.25900 -4.82010 4.44604
42 H -1.28900 -3.81210 5.77304
43 H -3.68700 -3.96310 4.91604
44 H -2.97900 -3.97410 3.32504
45 H -3.63300 -1.53410 5.17004
46 H -4.03500 -1.54710 3.84504
47 H 0.23400 -2.47510 4.61504
48 H -0.24800 -3.00810 3.15704
49 C -4.59100 3.29690 -3.53196
50 C -3.66100 2.43490 -4.35496
51 C -2.71500 1.63790 -3.46396
52 S -3.81000 1.15190 -2.17996
53 O -3.23400 0.99590 -0.90096
54 O -4.49400 0.00990 -2.69596
55 C -4.92500 2.53590 -2.21996
56 H -5.41500 3.50290 -4.22296
57 H -4.07400 4.38790 -3.31096
58 H -3.28700 3.16490 -5.09896
59 H -4.05900 1.77390 -4.89496
60 H -1.80800 2.22890 -2.95396
61 H -2.36900 0.86290 -4.00996
62 H -4.71500 3.16990 -1.42096
63 H -5.89300 2.03690 -2.26496
64 C 3.25200 -2.53310 4.67204
65 C 2.78600 -1.14910 4.66704
66 C 3.23700 -0.47010 3.35504
67 S 3.14100 -1.79810 2.20404
68 O 4.41600 -1.65510 1.46804
69 O 1.78300 -1.63510 1.43704
70 C 3.00100 -3.09610 3.29704
71 H 2.67400 -3.03710 5.41404
72 H 4.19000 -2.39510 4.88304
73 H 3.05900 -0.64710 5.51604
74 H 1.75400 -1.20310 4.43404
75 H 4.27500 -0.25710 3.50204
76 H 2.59600 0.48590 3.29104
77 H 3.75900 -3.75010 3.14304
78 H 1.97300 -3.56310 3.18704
79 C 5.82300 3.07390 -1.15896
80 C 6.00400 1.57290 -1.58596
81 C 5.82200 0.65990 -0.37796
82 S 4.44000 1.51890 0.44204
83 O 4.87700 1.96190 1.74404
84 O 3.14100 0.85890 0.18504
85 C 4.43400 2.94890 -0.53096
86 H 5.83100 3.78390 -1.90896
87 H 6.54500 3.56390 -0.27496
88 H 6.80800 1.22190 -2.04196
89 H 5.20700 1.42490 -2.35196
90 H 6.58500 0.40190 0.20604
91 H 5.55400 -0.42310 -0.79696
92 H 4.27600 3.80290 0.16704
93 H 3.79900 2.96990 -1.33296
94 C 1.76400 -3.39410 -2.58796
95 C 2.38900 -2.21610 -1.76196
96 C 2.45400 -0.92710 -2.56896
97 S 0.88100 -1.00910 -3.43096
98 O 0.86900 -0.36110 -4.73096
99 O -0.04000 -0.68910 -2.44096
100 C 0.78900 -2.70810 -3.56296
101 H 1.64600 -4.17610 -1.88896
102 H 2.37800 -3.77710 -3.26896
103 H 3.29700 -2.42310 -1.24896
104 H 1.93400 -1.88010 -1.01396
105 H 3.42200 -1.03110 -3.25496
106 H 2.69700 -0.16110 -1.81196
107 H 1.09100 -2.97010 -4.49896
108 H -0.30200 -2.81210 -3.51296

Cartesian forces, eV/Å:
N -2.6 -1.9 -0.5
H -1.4 -0.2 -1.8
H 1.0 3.0 1.7
H 1.0 0.3 -0.5
H 2.0 -1.3 1.0
C -1.8 -3.3 -1.9
C -1.4 -0.6 -1.9
C -2.4 2.7 -3.6
O 2.0 1.5 3.6
C 0.5 -1.6 -1.3
O 0.3 0.7 0.9
O 2.1 0.7 1.7
H -0.2 2.0 -0.6
H 0.3 2.1 1.7
H 0.9 -0.6 -0.1
H -1.6 -0.8 1.1
H 1.0 -0.6 -0.9
H 0.2 -2.2 1.3
C 6.6 7.8 1.5
C -0.9 -3.9 -1.4
C -0.5 -2.5 1.2
S -0.2 4.4 -2.7
O -1.8 -3.3 0.7
O 2.0 -0.3 0.8
C -0.4 1.9 1.0
H 0.6 -0.7 0.6
H -5.6 -6.1 -2.0
H -0.1 0.2 0.9
H -0.6 2.3 0.0
H 0.1 0.2 -0.1
H 1.0 1.4 0.1
H -0.4 -2.4 -1.9
H 0.2 0.8 1.3
C 1.2 2.7 2.9
C -1.0 -2.7 0.7
C 0.1 0.0 -2.8
S -0.9 -0.9 5.8
O 1.3 0.5 0.3
O 0.2 1.6 -5.6
C -1.9 1.0 3.2
H 0.3 -1.8 -1.1
H -0.8 0.2 -0.7
H 0.2 -0.2 -0.1
H -0.9 0.9 -0.6
H 0.7 0.2 3.5
H 0.0 -0.6 -2.2
H 0.3 0.1 0.9
H 1.1 -1.0 -4.4
C 0.5 1.9 0.3
C 4.0 6.0 3.0
C 1.6 4.9 2.3
S -0.4 -0.4 -1.2
O 1.5 0.2 2.2
O -0.9 -0.9 -0.6
C -0.1 -0.2 -2.3
H -0.4 0.1 0.8
H -1.2 -2.9 -0.4
H 0.9 -0.7 0.4
H -4.1 -5.2 -4.1
H -2.0 -1.1 -1.2
H 1.3 -2.9 -1.2
H -0.2 0.7 1.7
H -0.1 0.4 0.4
C -4.4 -0.2 -0.8
C -1.7 0.5 -3.2
C -0.8 1.2 2.7
S -2.7 4.9 -5.2
O -1.6 -1.6 0.6
O 4.1 -1.1 2.3
C -2.6 -0.8 1.3
H 0.2 -0.9 0.6
H 5.7 -0.7 1.3
H 0.2 1.5 2.1
H -1.6 0.4 1.1
H 0.7 0.6 -0.6
H 1.2 -1.7 -0.9
H 2.0 -2.4 -1.2
H 1.4 0.6 0.0
C 1.9 -1.1 4.2
C -2.6 1.9 1.3
C -4.9 -1.7 -3.9
S -1.2 -1.2 -0.2
O -0.4 -0.7 0.3
O 1.4 0.4 0.9
C 2.2 2.7 1.4
H 0.0 1.1 -1.8
H -1.3 -1.9 -2.4
H 4.2 -0.6 -2.2
H 0.1 -0.2 0.7
H 3.3 0.1 2.7
H -0.3 2.3 1.0
H -0.4 -0.7 -0.5
H -2.3 -0.4 -1.5
C -1.1 3.7 2.5
C 3.1 -2.1 -5.8
C 3.7 -1.1 -1.5
S 4.4 1.2 -2.8
O -0.3 -0.4 1.1
O -3.7 1.8 3.2
C -1.9 -1.3 1.7
H -1.7 -0.9 0.6
H 3.5 -1.4 -2.3
H 1.4 -0.6 -0.3
H -5.2 1.4 6.4
H -2.3 0.6 0.7
H -0.9 0.4 -0.8
H 0.6 -0.6 -2.8
H 0.2 -0.6 0.3

As for the charge: +1. As for the energy: -127172.5820 eV. The HOMO-LUMO gap comes out at 10.81 eV. The energy above the lowest of the compared OMol25 structures with the same formula, charge and spin is 12.3 kcal per mole.

Here are the Löwdin charges for atoms 1 to 99, given in e: 0.2474, 0.1406, 0.1708, 0.0709, 0.1392, -0.0393, -0.3462, -0.1371, 0.0751, -0.5522, 0.1593, 0.0607, 0.1119, 0.1196, 0.0757, 0.1769, 0.1532, 0.1547, -0.1465, -0.1603, -0.2218, 0.6239, -0.2930, -0.2993, -0.2108, 0.1427, -0.0156, 0.1157, 0.0945, 0.1213, 0.0886, 0.0736, 0.1087, -0.1815, -0.2209, -0.2270, 0.6407, -0.3079, -0.2764, -0.1867, 0.0911, 0.1370, 0.1274, 0.1231, 0.0854, 0.1181, 0.0732, 0.0235, -0.1884, -0.2331, -0.1988, 0.6185, -0.3070, -0.3028, -0.1885, 0.1151, 0.1573, 0.1415, 0.0370, 0.1595, 0.0611, 0.0741, 0.1149, -0.2014, -0.2206, -0.2178, 0.7903, -0.3342, -0.3847, -0.2168, 0.1319, 0.0761, 0.1101, 0.0801, 0.0949, 0.1564, 0.0809, 0.1381, -0.1672, -0.2004, -0.1862, 0.6940, -0.3087, -0.3643, -0.2819, 0.0762, 0.1815, 0.0610, 0.1311, 0.0530, 0.1520, 0.1299, 0.0767, -0.0974, -0.2122, -0.2035, 0.6275, -0.3004, -0.3026

***

The following is a DFT calculation (ωB97M-V with the def2-TZVPD basis set) of a cluster of 2 separate species, C2H8N3 in total at a distorted geometry.

Atoms and positions in Å:
1 C -0.06961 1.54390 -0.39229
2 C -0.67625 -1.19069 -0.64921
3 N 0.78059 -1.50340 1.16980
4 N 0.50928 0.58398 0.38922
5 N 0.31598 -0.73278 0.40208
6 H -0.96983 1.38256 -0.71878
7 H -0.03691 2.56821 0.12848
8 H 0.57888 1.64255 -1.26496
9 H -0.26900 -1.20083 -1.65006
10 H -1.72636 -0.59429 -0.58084
11 H -0.88805 -2.29634 -0.41899
12 H 1.31296 -1.05438 1.96635
13 H 1.13835 0.85152 1.61919

Cartesian forces, eV/Å:
C 4.6 4.6 -0.2
C -2.7 -1.7 0.8
N 1.6 -2.6 3.2
N 4.0 -1.5 8.1
N -2.8 3.3 -3.3
H -5.3 -1.1 -1.4
H -0.1 -1.7 -0.6
H -0.2 0.4 -0.3
H 0.3 0.6 -0.1
H 2.9 -1.3 0.0
H 0.3 1.8 -0.1
H -0.4 -0.3 -1.1
H -2.5 -0.6 -5.0

As for the charge: +1. As for the energy: -6662.0123 eV. The HOMO-LUMO gap comes out at 10.04 eV. The energy above the lowest of the compared OMol25 structures with the same formula, charge and spin is 152.6 kcal per mole.

Löwdin charges in e: -0.0960, 0.0513, 0.2150, -0.0354, -0.3015, 0.0210, 0.1556, 0.1150, 0.0980, 0.1644, 0.1293, 0.1318, 0.3514